[1]
Below is an isolated molecule of C3H7NO in a non-equilibrium geometry, with properties calculated with ωB97M-V/def2-TZVPD.

Calculated values
ΔE to the lowest compared entry with this formula, charge and spin: 286.4 kJ/mol
DFT total energy: -6759.7823 eV
multiplicity: 1
gap between HOMO and LUMO: 10.93 eV
largest force on an atom: 0.0595 hartree/bohr
LUMO: 1.16 eV

Positions of all 12 atoms, in Å:
C 1.540 0.297 -0.647
C 0.057 0.645 -0.688
C -0.748 0.183 0.480
N -1.365 -0.915 0.349
O -1.878 -1.239 1.626
H 1.804 -0.748 -0.361
H 2.070 0.798 0.239
H 2.084 0.430 -1.648
H 0.048 1.815 -0.822
H -0.412 0.256 -1.556
H -0.740 0.524 1.557
H -2.461 -2.048 1.471



[2]
Below is a structure of composition C8H15NO3Ti in a non-equilibrium geometry, with properties calculated with ωB97M-V/def2-TZVPD.

Calculated values
ΔE to the lowest compared entry with this formula, charge and spin: 0.0 kJ/mol
DFT total energy: -39283.0731 eV
multiplicity: 4
gap between HOMO and LUMO (alpha / beta): 5.00 / 5.01 eV
net charge: -1
largest force on an atom: 0.0473 hartree/bohr
LUMO (alpha / beta): 2.90 / 2.86 eV

Positions of all 28 atoms, in Å:
Ti 0.842 -1.356 0.031
O 0.509 0.788 0.572
C -0.537 1.682 0.370
C -1.563 1.885 1.513
O -1.121 2.266 2.719
H -1.185 1.379 -0.494
H -0.137 2.653 0.016
H -2.124 0.906 1.573
H -2.335 2.585 1.096
N -1.000 -1.665 2.565
C -0.082 -2.698 2.551
C -0.189 -3.344 1.347
C -1.212 -2.708 0.557
C -1.593 -1.657 1.352
H -1.097 -0.973 3.294
H 0.583 -2.805 3.390
H 0.417 -4.179 1.030
H -1.654 -2.999 -0.377
H -2.345 -0.908 1.156
C 1.335 1.840 -3.219
C 2.336 0.858 -2.627
O 1.792 0.077 -1.586
H 1.534 2.041 -4.273
H 1.167 2.752 -2.651
H 0.381 1.301 -3.255
H 3.248 1.371 -2.298
H 2.669 0.191 -3.426
H 1.361 0.716 -0.926



[3]
Below is a cluster of 2 separate species, C2H7O2 in total in a non-equilibrium geometry, with properties calculated with ωB97M-V/def2-TZVPD.

Calculated values
ΔE to the lowest compared entry with this formula, charge and spin: 133.1 kJ/mol
DFT total energy: -6273.5875 eV
multiplicity: 1
gap between HOMO and LUMO: 11.59 eV
net charge: +1
largest force on an atom: 0.0871 hartree/bohr
LUMO: -5.39 eV

Positions of all 11 atoms, in Å:
O 0.202 -1.618 -0.846
H -0.280 -2.098 -1.527
H 1.896 0.687 0.066
H 0.919 -2.169 -0.629
C 1.123 0.698 0.740
C -0.278 0.227 0.376
O -1.082 1.117 -0.104
H 1.390 0.048 1.538
H 0.960 1.801 1.071
H -0.945 -0.655 0.832
H -1.961 0.844 -0.448



[4]
Below is a structure of composition C4H8ClN2 in a non-equilibrium geometry, with properties calculated with ωB97M-V/def2-TZVPD.

Calculated values
ΔE to the lowest compared entry with this formula, charge and spin: 510.6 kJ/mol
DFT total energy: -19769.0425 eV
multiplicity: 1
gap between HOMO and LUMO: 7.89 eV
net charge: +1
largest force on an atom: 0.1174 hartree/bohr
LUMO: -6.22 eV

Positions of all 15 atoms, in Å:
C 0.386 -0.150 0.815
C -0.385 -1.261 -1.560
C 1.228 0.888 1.617
C -0.741 -0.590 -2.726
N 0.492 -0.011 -0.463
N -0.524 -0.739 1.627
Cl -0.543 -2.834 -1.034
H 1.694 0.232 2.358
H 0.460 1.625 1.831
H 1.871 1.114 0.869
H -0.489 0.505 -2.463
H 0.207 -0.845 -3.349
H -1.689 -0.678 -3.239
H -0.615 -0.263 2.595
H -1.087 -1.488 1.444



[5]
Below is a cluster of 2 separate species, C7H18BrFNO7PS2 in total in a non-equilibrium geometry, with properties calculated with ωB97M-V/def2-TZVPD.

Calculated values
DFT total energy: -127092.8178 eV
multiplicity: 1
gap between HOMO and LUMO: 10.25 eV
largest force on an atom: 0.0257 hartree/bohr
LUMO: 0.47 eV

Positions of all 38 atoms, in Å:
C 0.697 1.317 2.932
C -0.150 0.447 2.016
O 0.337 -0.885 2.038
C -0.600 -1.823 1.580
C 0.130 -3.041 0.993
N 1.517 -3.185 1.533
P 2.609 -3.235 0.111
O 2.079 -4.532 -0.703
Br 4.550 -4.000 0.876
S 1.566 -4.243 2.787
O 0.321 -4.219 3.463
O 2.792 -4.176 3.476
F 1.572 -5.640 2.005
H 0.062 2.041 3.443
H 1.188 0.709 3.689
H 1.440 1.884 2.375
H -0.125 0.838 0.994
H -1.198 0.477 2.333
H -1.203 -1.377 0.782
H -1.254 -2.141 2.397
H -0.444 -3.946 1.180
H 0.195 -2.935 -0.090
H 1.903 -5.311 -0.159
C -1.773 1.516 -4.112
C -0.504 2.190 -3.638
O -0.736 3.504 -3.070
S -1.382 3.575 -1.625
C -1.070 5.276 -1.320
O -0.605 2.763 -0.736
O -2.792 3.358 -1.708
H -2.437 1.280 -3.283
H -1.514 0.588 -4.624
H -2.315 2.161 -4.803
H 0.032 1.583 -2.907
H 0.170 2.382 -4.470
H 0.003 5.436 -1.275
H -1.535 5.508 -0.365
H -1.526 5.859 -2.115



[6]
Below is an isolated molecule of C4H5N3, with properties calculated with ωB97M-V/def2-TZVPD.

Calculated values
ΔE to the lowest compared entry with this formula, charge and spin: 258.1 kJ/mol
DFT total energy: -8697.1371 eV
multiplicity: 1
gap between HOMO and LUMO: 9.60 eV
largest force on an atom: 0.0108 hartree/bohr
LUMO: 0.08 eV

Positions of all 12 atoms, in Å:
N 1.264 0.336 -1.416
C 0.647 -0.435 -0.616
C -0.804 -0.796 -0.734
N -1.579 -0.193 0.076
C -0.818 0.703 0.961
N 0.331 0.077 1.640
C 1.104 -0.507 0.811
H 0.657 0.580 -2.206
H -1.213 -1.459 -1.505
H -0.379 1.491 0.311
H -1.474 1.217 1.660
H 2.076 -0.898 1.120



[7]
Below is an isolated molecule of C6H4O in a non-equilibrium geometry, with properties calculated with ωB97M-V/def2-TZVPD.

Calculated values
ΔE to the lowest compared entry with this formula, charge and spin: 0.0 kJ/mol
DFT total energy: -8332.4402 eV
multiplicity: 1
gap between HOMO and LUMO: 9.27 eV
largest force on an atom: 0.0384 hartree/bohr
LUMO: 0.62 eV

Positions of all 11 atoms, in Å:
O 3.321 -0.132 -0.010
C 2.191 0.111 0.004
C 0.866 0.256 0.006
C 0.169 -1.043 0.007
C -1.163 -0.823 0.001
C -1.416 0.586 0.000
C -0.252 1.265 0.003
H 0.677 -1.990 0.007
H -1.923 -1.583 -0.009
H -2.394 1.032 -0.008
H -0.076 2.321 -0.001



Question: DFT total energy of number 2 (C8H15NO3Ti)?
Answer: -39283.0731 eV



Question: Which formula does entry 5 have?
Answer: C7H18BrFNO7PS2